(1)
Molecular formula: C3H8BNO
Method: DFT, the ωB97M-V functional and the def2-TZVPD basis

Each line ends with the natural charge from an NBO analysis.
Element x y z (Å)
B (-0.087, -0.597, 1.582)  1.0952
C (-0.845, 0.170, 0.450)  -0.6532
C (-0.091, 0.487, -0.638)  -0.0680
C (-0.720, 1.449, -1.597)  -0.6760
N (1.074, -2.415, 1.021)  -1.1255
O (-0.128, -0.728, 2.966)  -0.8983
H (-1.761, 0.635, 0.692)  0.2337
H (0.915, 0.101, -0.982)  0.2279
H (-0.731, 1.105, -2.662)  0.2295
H (-0.322, 2.519, -1.444)  0.2349
H (-1.799, 1.678, -1.322)  0.2146
H (0.820, -2.406, 0.019)  0.3375
H (1.965, -2.073, 1.060)  0.3198
H (0.473, -1.476, 3.044)  0.5277

Output
E_HOMO	-8.80	eV

---

(2)
Molecular formula: C5H6O2
Method: DFT, the ωB97M-V functional and the def2-TZVPD basis

Each line ends with the natural charge from an NBO analysis.
Element x y z (Å)
O (-1.671, -0.649, 0.843)  -0.7086
C (-1.034, -0.745, -0.418)  -0.1109
C (-0.699, 0.609, -1.004)  -0.2948
C (0.346, 1.403, -0.793)  0.1383
O (1.466, 1.215, 0.006)  -0.4748
C (1.609, 0.146, 0.743)  0.3053
C (1.832, -0.793, 1.462)  -0.3750
H (-1.002, -0.341, 1.470)  0.4712
H (-0.145, -1.382, -0.368)  0.1853
H (-1.754, -1.239, -1.077)  0.1906
H (-1.443, 1.050, -1.663)  0.2225
H (0.444, 2.376, -1.259)  0.2013
H (2.052, -1.649, 2.059)  0.2496

Output
E_HOMO	-9.38	eV

---

no.,LUMO (eV)
1,0.4
2,0.8